Record 1
13
Properties=species:S:1:pos:R:3:forces:R:3 method="wB97M-V/def2-TZVPD" smiles="C1=CC=1.C=NC" lumo_energy_ha=0.0375 e_above_lowest_ev=7.300 orbital_gap_ev=8.43 e_tot_ev=-6781.213
C -1.2847 0.3667 0.8827 -1.00 1.08 0.28
C -2.2743 -0.4376 0.2224 1.73 7.88 -1.06
C -2.1087 0.8912 -0.2174 0.70 -5.97 1.99
H -2.7790 -1.2901 0.1918 -1.91 -3.50 -0.32
H -2.1198 1.5039 -1.0751 -0.58 0.93 -0.39
C 0.7941 -1.2807 -0.1155 4.38 -2.18 1.39
N 0.4729 -0.1003 -0.0227 0.46 2.22 -2.16
C 1.5910 0.8464 -0.0210 0.06 0.97 2.03
H 1.9473 -1.6615 0.0974 -2.41 0.96 -0.97
H 0.1425 -2.0909 -0.1071 -1.65 -1.12 -0.10
H 2.4578 0.1795 -0.1397 0.40 0.99 0.26
H 1.4967 1.3240 1.0164 0.66 -0.64 -1.26
H 1.6641 1.7494 -0.7123 -0.87 -1.63 0.32


Record 2
8
Properties=species:S:1:pos:R:3:forces:R:3 method="wB97M-V/def2-TZVPD" lumo_energy_ha="0.1219 / 0.0557" total_charge=-1 multiplicity=3 e_above_lowest_ev=0.482 orbital_gap_ev="5.45 / 6.72" s_squared=2.01 e_tot_ev=-43073.323
C 0.3367 -0.7723 -0.7004 3.05 -3.82 -2.59
O -0.5958 -0.1625 1.9380 0.11 0.47 -1.02
O 0.9987 1.3278 0.8884 2.52 0.95 -0.17
O -1.4078 1.8344 0.6278 0.24 0.20 0.59
S -0.3394 0.8191 0.8166 -4.25 0.91 2.32
Cl 0.4739 0.1176 -2.1876 0.03 0.53 0.29
Cl -0.8798 -2.0409 -0.9707 0.61 0.36 0.71
H 1.4135 -1.1232 -0.4121 -2.31 0.39 -0.12


Record 3
88
Properties=species:S:1:pos:R:3:forces:R:3 method="wB97M-V/def2-TZVPD" lumo_energy_ha="-0.2447 / -0.2579" total_charge=+2 multiplicity=3 e_above_lowest_ev=1.332 orbital_gap_ev="6.54 / 6.33" s_squared=2.02 e_tot_ev=-160857.283
W 10.0086 11.3154 15.0669 0.96 1.58 -0.01
O 12.1927 8.6136 15.3795 -1.18 2.21 -2.65
C 12.0152 9.1797 14.2687 0.76 -1.84 3.82
O 11.3416 10.2647 13.9839 -1.47 1.14 1.44
C 12.7392 8.7111 13.1157 1.59 -1.67 -2.25
O 12.4825 7.2986 12.8491 0.74 1.75 -0.53
C 13.2648 6.7991 11.7389 -0.50 -2.12 0.56
C 13.3491 5.2382 11.9790 2.27 -2.90 -3.23
O 12.2285 4.6499 12.4850 0.53 2.72 0.90
O 14.2612 4.5253 11.4848 -3.12 3.12 2.10
H 11.8026 5.4464 12.9316 0.00 -1.53 -0.45
H 12.5698 9.3914 12.2756 -0.33 -0.57 -0.31
H 13.8027 8.8380 13.3518 0.07 -0.14 0.08
H 12.7524 6.9406 10.7633 0.19 0.06 0.58
H 14.3005 7.1172 11.6565 -0.03 0.51 0.38
Br 6.4013 12.9223 14.0362 0.16 -0.51 -0.33
C 7.2902 13.3697 15.6055 2.42 -1.39 1.32
C 6.5978 14.1193 16.5110 -1.57 0.84 -1.92
C 7.2548 14.8044 17.4761 0.70 0.73 2.32
C 8.6421 14.7595 17.5036 -0.93 -0.52 0.10
C 9.2579 13.8172 16.7323 0.13 -0.40 -0.30
N 8.5877 12.9620 15.9192 -0.96 1.20 -1.68
C 10.7643 13.7218 16.7065 0.96 -1.56 0.39
O 11.5124 14.2968 17.4676 -1.06 -0.63 -1.42
O 11.1348 12.8126 15.7528 -0.27 1.01 0.23
H 5.5934 14.3685 16.1673 -0.07 -0.11 0.84
H 6.7493 15.3428 18.2920 0.00 0.03 -0.83
H 9.2076 15.3285 18.1907 0.58 0.61 0.46
N 8.5816 13.9253 8.5659 -0.86 -1.14 -0.78
C 9.4833 14.4137 9.4060 2.29 3.69 -0.66
O 10.1822 15.4172 9.1466 -1.12 -2.02 0.55
C 9.6093 13.7928 10.7457 -2.35 -3.15 -1.29
C 10.2857 14.3493 11.7630 1.08 1.31 2.22
C 10.2630 13.7802 13.0283 -0.67 -1.46 -2.05
N 9.7182 12.5308 13.1491 2.28 1.44 4.13
C 9.2027 11.8979 12.1669 -1.62 -1.79 -2.72
C 9.0024 12.5116 10.9502 1.60 1.17 0.33
H 8.5746 14.2167 7.5827 0.01 -0.06 0.84
H 8.0736 13.0907 8.8402 0.05 0.52 -0.59
H 10.8801 15.2437 11.6772 -0.24 0.34 -0.50
H 10.7845 14.2863 13.8126 -0.07 -0.34 0.72
H 8.9234 10.8216 12.2761 0.17 1.09 0.18
H 8.6203 11.9057 10.1645 -0.42 -0.13 -0.51
C 6.4199 10.1641 16.4768 -0.22 2.13 0.76
S 6.9509 9.6377 14.8994 1.28 -0.87 -0.99
C 7.2932 7.9390 15.2833 -0.94 -1.26 0.73
O 8.4216 10.1965 14.6240 -1.73 -0.08 0.32
H 7.1757 10.0264 17.2610 -0.10 -0.10 -0.27
H 5.4546 9.7164 16.7758 0.47 -0.05 -0.47
H 6.2419 11.2707 16.3064 0.06 -1.28 0.58
H 6.3210 7.4384 15.5635 0.72 0.62 -0.63
H 7.8741 7.8808 16.1963 0.44 0.23 0.07
H 7.7829 7.3634 14.4914 -0.21 0.50 -0.08
S 10.3039 10.5076 17.2640 1.52 -0.59 0.56
Sb 12.8564 10.3247 17.7563 0.58 -1.90 2.09
C 13.0435 8.1488 18.3628 0.94 1.60 -0.92
C 12.6166 7.7119 19.6110 -0.30 1.46 -0.25
C 12.5008 6.3739 19.8314 0.13 -0.41 1.83
C 12.7936 5.4633 18.8356 -1.08 -0.22 0.97
C 13.1662 5.9052 17.5979 1.31 -0.08 -0.14
C 13.5297 7.2574 17.4306 -0.40 -1.04 -1.19
C 12.8903 10.9762 19.8301 -1.25 1.37 -0.13
C 13.8148 10.6480 20.8041 0.31 -0.85 -0.07
C 13.7450 11.1825 22.1240 -0.03 -0.25 -1.59
C 12.7474 12.0789 22.4607 -1.63 -0.29 -0.85
C 11.7547 12.3952 21.4803 1.45 -0.07 -0.48
C 11.8752 11.8726 20.1816 -0.02 0.49 0.67
C 14.8342 11.2153 17.0699 -0.13 -0.77 0.20
C 14.8373 12.5834 16.9116 1.26 0.65 -0.10
C 16.1009 13.2496 16.8324 -1.64 -0.38 -0.93
C 17.2798 12.5538 16.9284 0.19 1.54 0.23
C 17.2287 11.2191 17.0907 0.60 -3.33 0.40
C 16.0496 10.4758 17.1320 -1.47 0.15 0.76
H 12.4510 8.4282 20.4071 -0.38 -0.07 -0.09
H 12.2274 6.0701 20.8624 0.21 -0.08 -0.89
H 12.6851 4.4283 19.1245 -0.07 -0.24 -0.58
H 13.2802 5.1432 16.8383 0.51 0.29 -0.27
H 14.1636 7.5175 16.5590 -1.06 0.11 0.45
H 14.4986 9.8508 20.4768 0.31 0.54 0.82
H 14.4964 10.9114 22.8359 0.23 -0.23 0.29
H 12.6165 12.4068 23.4909 0.27 0.21 -0.31
H 11.0089 13.1752 21.6041 0.00 -0.31 0.49
H 11.1880 12.2233 19.4239 -0.20 -0.03 0.05
H 13.9268 13.1627 16.8801 -0.07 0.09 -0.11
H 16.1166 14.2625 16.4763 -0.10 0.54 0.54
H 18.2409 13.0620 16.9665 -0.24 -0.01 -0.31
H 18.1485 10.6300 17.2114 -0.32 0.40 -0.07
H 16.0603 9.4038 17.4135 0.04 0.77 -0.54